Entry 1:
9
Properties=species:S:1:pos:R:3:forces:R:3:mulliken_charge:R:1 method="wB97M-V/def2-TZVPD" largest_force_ev_per_a=6.52 total_charge=+5 e_above_lowest_kj_mol=0.0
Y 2.389 -0.964 -0.183 -1.487 3.735 0.859 2.141
Y -1.816 0.113 0.807 1.541 5.584 -1.963 1.777
Y -1.054 -5.006 -0.070 -0.218 -0.266 -0.185 2.146
P 0.306 1.740 -0.130 -2.566 5.265 -2.866 0.838
O -0.686 1.009 -1.123 -0.396 -2.879 0.591 -0.459
O -0.946 2.209 0.734 0.148 -2.816 2.013 -0.399
O 1.235 2.772 -0.645 -0.262 -2.468 1.053 -0.428
O 0.871 0.422 0.574 3.340 -4.298 0.617 -0.474
Cl -0.298 -2.294 0.034 -0.100 -1.856 -0.119 -0.142

---

Entry 2:
2
Properties=species:S:1:pos:R:3:forces:R:3:mulliken_charge:R:1 method="wB97M-V/def2-TZVPD" largest_force_ev_per_a=0.07 total_charge=+3 multiplicity=2 energy_ha=-496.96030 s2=0.753
Y -27.177 -5.520 21.817 0.026 -0.052 -0.040 2.521
Cl -28.175 -3.587 23.314 -0.026 0.052 0.040 0.479

---

Entry 3:
28
Properties=species:S:1:pos:R:3:forces:R:3:mulliken_charge:R:1 method="wB97M-V/def2-TZVPD" largest_force_ev_per_a=1.38 total_charge=+3 multiplicity=4 e_above_lowest_kj_mol=125.0 s2=3.763
Cr -0.134 0.109 0.066 0.312 0.089 -1.343 0.733
O -0.121 -2.030 -0.520 -0.174 0.417 0.502 -0.295
H 0.575 -2.627 -0.795 0.517 -0.054 -0.287 0.256
H -0.845 -2.604 -0.270 -0.453 -0.247 0.193 0.302
O -1.061 -0.632 1.761 -0.116 -0.055 -0.430 -0.191
H -1.840 -0.324 2.222 -0.598 0.303 0.155 0.268
H -0.789 -1.412 2.245 0.325 -0.593 0.196 0.305
O -1.313 1.766 -0.020 -0.005 -0.656 0.057 -0.303
H -2.222 1.828 0.275 -0.689 -0.096 0.133 0.279
H -1.019 2.675 -0.081 0.445 0.627 0.080 0.294
O 2.150 -0.863 -1.414 -0.199 0.306 0.378 -0.478
H 2.535 -1.679 -1.094 0.450 -0.352 -0.016 0.308
H 2.665 -0.644 -2.191 0.327 -0.004 -0.544 0.270
O 1.248 1.497 -0.560 -0.320 -0.351 0.142 -0.291
H 1.098 2.375 -0.910 -0.352 0.582 -0.211 0.274
H 2.200 1.403 -0.547 0.619 -0.402 -0.050 0.270
O -2.440 -0.757 -0.670 0.334 0.635 0.310 -0.426
H -2.758 -1.607 -0.973 -0.225 -0.456 -0.313 0.304
H -3.230 -0.286 -0.404 -0.631 0.022 -0.015 0.264
O 0.404 1.582 2.056 -0.294 0.123 -0.464 -0.390
H 1.178 1.630 2.617 0.444 0.068 0.276 0.301
H -0.315 1.876 2.615 -0.218 0.313 0.377 0.304
O 1.547 -0.652 1.197 0.002 0.249 -0.477 -0.266
H 1.819 -1.204 1.930 -0.168 -0.460 0.602 0.272
H 2.354 -0.227 0.905 0.572 0.028 -0.151 0.287
O -0.478 0.168 -2.113 0.144 0.053 0.915 -0.258
H 0.133 0.398 -2.813 0.725 0.054 -0.143 0.295
H -1.343 0.239 -2.516 -0.773 -0.144 0.128 0.312